# 1
{"formula": "C33H29AsN6O3PdS2", "method": "ωB97M-V with the def2-TZVPD basis set", "species": ["Pd", "N", "C", "C", "C", "C", "C", "C", "S", "O", "O", "N", "C", "N", "C", "C", "C", "N", "H", "H", "H", "H", "H", "H", "H", "H", "H", "O", "As", "C", "C", "C", "C", "C", "C", "C", "C", "C", "C", "C", "C", "C", "C", "C", "C", "C", "C", "H", "H", "H", "H", "H", "H", "H", "H", "H", "H", "H", "H", "H", "H", "H", "C", "C", "C", "C", "N", "C", "S", "N", "H", "H", "H", "H", "H"], "xyz": [[-0.3752, -0.3853, -0.2695], [-5.6635, 1.5744, -5.9652], [-4.5764, 1.5799, -5.1040], [-4.4721, 0.6174, -4.0928], [-3.4199, 0.6452, -3.2047], [-2.4509, 1.6400, -3.3168], [-2.5421, 2.6008, -4.3105], [-3.6033, 2.5709, -5.2011], [-1.1154, 1.6833, -2.2039], [-1.6872, 1.5610, -0.8651], [-0.3312, 2.8571, -2.4836], [-0.3363, 0.2701, -2.3480], [1.0088, 0.2688, -2.7326], [1.7765, -0.4811, -1.9235], [3.0783, -0.4658, -2.1812], [3.6171, 0.2475, -3.2368], [2.7118, 0.9226, -4.0416], [1.4044, 0.9359, -3.8113], [-6.1562, 0.7035, -6.0691], [-5.5423, 2.0675, -6.8343], [-5.2321, -0.1488, -4.0012], [-3.3568, -0.0950, -2.4172], [-1.7832, 3.3652, -4.3860], [-3.6822, 3.3246, -5.9747], [3.7060, -1.0513, -1.5179], [4.6770, 0.2602, -3.4377], [3.0558, 1.4705, -4.9120], [0.7259, -1.1660, 1.4509], [1.3138, -0.0002, 2.5131], [-0.0323, 0.9900, 3.4330], [-1.2750, 1.2340, 2.8618], [-2.1780, 2.0565, 3.5202], [-1.8456, 2.6282, 4.7390], [-0.6007, 2.3887, 5.3049], [0.3120, 1.5762, 4.6497], [2.3823, 1.3494, 1.6763], [3.5179, 1.8329, 2.3202], [4.2473, 2.8717, 1.7551], [3.8361, 3.4346, 0.5548], [2.6885, 2.9712, -0.0733], [1.9590, 1.9343, 0.4863], [2.3785, -0.8969, 3.8152], [1.7938, -1.3565, 4.9910], [2.5293, -2.1397, 5.8699], [3.8417, -2.4751, 5.5734], [4.4188, -2.0384, 4.3893], [3.6880, -1.2566, 3.5078], [-1.5483, 0.8022, 1.9064], [-3.1423, 2.2528, 3.0721], [-2.5558, 3.2670, 5.2467], [-0.3396, 2.8352, 6.2550], [1.2820, 1.4084, 5.1023], [3.8555, 1.4204, 3.2629], [5.1310, 3.2395, 2.2584], [4.4019, 4.2466, 0.1173], [2.3448, 3.4205, -0.9961], [1.0474, 1.6175, -0.0173], [0.7657, -1.1168, 5.2336], [2.0720, -2.4944, 6.7835], [4.4109, -3.0849, 6.2614], [5.4364, -2.3122, 4.1451], [4.1478, -0.9409, 2.5786], [-3.5786, -5.9358, -1.3106], [-2.6627, -4.7494, -1.3051], [-1.5796, -4.6710, -2.1786], [-0.7673, -3.5602, -2.0707], [-1.0202, -2.6071, -1.1852], [-2.0984, -2.7519, -0.4090], [-2.3623, -1.3863, 0.6614], [-2.9326, -3.7932, -0.4193], [-3.4345, -6.5606, -2.1897], [-4.6160, -5.6070, -1.2688], [-3.3934, -6.5458, -0.4250], [-1.3784, -5.4461, -2.9037], [0.1041, -3.4238, -2.7016]], "e_above_lowest_kj_mol": 123.79, "orbital_gap_ev": [7.995, 6.960], "e_tot_ev": -135762.2767, "spin_multiplicity": 3}


# 2
{"formula": "C36H47N6O5SSr", "method": "ωB97M-V with the def2-TZVPD basis set", "species": ["Sr", "C", "C", "C", "C", "C", "C", "C", "C", "N", "C", "C", "C", "C", "N", "C", "C", "C", "C", "C", "C", "C", "C", "H", "H", "H", "H", "H", "H", "H", "H", "H", "H", "H", "H", "H", "H", "H", "H", "H", "H", "H", "H", "H", "H", "H", "H", "C", "N", "C", "S", "N", "C", "H", "H", "H", "H", "H", "H", "H", "H", "O", "C", "C", "C", "C", "C", "C", "N", "H", "H", "H", "H", "H", "H", "H", "H", "H", "H", "H", "O", "C", "O", "C", "C", "C", "C", "C", "C", "N", "O", "O", "H", "H", "H", "H"], "xyz": [[-0.7186, 0.5937, 0.7075], [1.8553, 0.0613, 3.2922], [0.7907, 0.2317, 4.3491], [1.2089, 0.9103, 5.4556], [0.3588, 1.2273, 6.5008], [-0.9972, 0.9207, 6.3984], [-1.4888, 0.2379, 5.2827], [-2.9878, 0.0969, 4.9701], [-0.5842, -0.0695, 4.2275], [-1.0785, -0.7511, 3.0426], [-0.8755, -1.9697, 2.8131], [-0.1468, -2.8658, 3.7437], [-1.5011, -2.6285, 1.5460], [-1.8632, -4.0884, 1.5871], [-1.5274, -1.9141, 0.5151], [-1.9733, -2.4996, -0.7082], [-3.3695, -2.4544, -1.0761], [-4.4401, -1.9386, -0.1763], [-3.6849, -2.9560, -2.2945], [-2.7358, -3.4418, -3.1968], [-1.4206, -3.5604, -2.8055], [-1.0531, -3.1202, -1.5023], [0.3815, -3.3295, -1.0509], [1.7022, 0.6239, 2.3897], [2.0352, -0.9778, 2.9376], [2.7977, 0.3796, 3.7205], [2.2404, 1.1272, 5.6053], [0.7917, 1.8141, 7.3256], [-1.6785, 1.1431, 7.2282], [-3.5666, 0.7862, 5.5410], [-3.3603, -0.8371, 5.3772], [-3.2151, 0.1546, 3.8782], [0.6519, -2.3183, 4.1735], [0.2267, -3.7261, 3.1793], [-0.7187, -3.2762, 4.6067], [-2.1867, -4.5019, 2.6072], [-0.9767, -4.6928, 1.3480], [-2.7526, -4.3755, 0.9899], [-4.5902, -2.6540, 0.6131], [-5.4349, -1.8655, -0.6426], [-4.2163, -0.9459, 0.2776], [-4.7838, -2.9504, -2.5430], [-3.0968, -3.9253, -4.1112], [-0.6557, -4.0446, -3.3966], [0.8974, -2.4202, -1.0518], [0.8754, -4.0111, -1.7389], [0.3842, -3.7189, -0.0375], [-0.5570, 4.8700, -1.1421], [-1.3057, 3.7740, -0.5188], [-2.2693, 3.9487, 0.4104], [-2.7831, 2.7201, 1.5199], [-2.8097, 5.1513, 0.5924], [-3.5707, 5.6652, 1.7508], [0.3081, 4.4283, -1.5822], [-0.1971, 5.5873, -0.3431], [-1.1004, 5.4111, -1.8811], [-1.1158, 2.8432, -0.8524], [-2.6903, 5.8493, -0.1347], [-3.7888, 6.7062, 1.6356], [-3.0328, 5.6074, 2.6908], [-4.4661, 5.1003, 1.9666], [-1.2319, 0.8761, -1.8047], [-0.5441, 0.7418, -2.8692], [-1.0581, -0.0620, -3.9785], [-0.0285, -0.8961, -4.7516], [1.2775, -1.0965, -3.9623], [2.2489, 0.0683, -4.0754], [1.5996, 1.4053, -3.9799], [0.5051, 1.5228, -3.0017], [-1.6460, 0.5078, -4.6472], [-1.6614, -0.8771, -3.5853], [0.2428, -0.6002, -5.7721], [-0.4404, -1.8621, -4.9950], [1.7578, -2.0017, -4.2773], [0.9657, -1.3198, -2.9532], [2.6774, 0.0125, -5.1487], [3.0799, -0.1608, -3.3320], [1.2352, 1.6508, -4.9474], [2.2636, 2.2588, -3.6825], [0.7603, 1.9650, -2.1186], [1.3916, 1.7334, 0.0339], [1.8751, 0.6551, -0.4503], [1.2445, -0.4513, -0.4647], [3.3434, 0.6390, -0.8151], [4.0525, 1.8206, -1.0749], [5.3254, 1.7324, -1.7101], [5.8933, 0.4699, -1.7816], [5.2032, -0.7095, -1.4728], [3.8942, -0.6075, -1.0623], [7.3613, 0.3970, -1.9440], [7.9582, -0.5417, -1.4258], [7.9580, 1.2570, -2.5748], [3.5465, 2.8296, -0.9703], [5.7425, 2.6019, -2.1294], [5.7657, -1.6482, -1.4522], [3.3013, -1.4525, -0.8334]], "e_above_lowest_kj_mol": 28.83, "orbital_gap_ev": 8.528, "e_tot_ev": -68940.3419, "total_charge": 1}


# 3
{"formula": "C27H32Cl4N5O3RuSSi2", "method": "ωB97M-V with the def2-TZVPD basis set", "species": ["Ru", "Cl", "C", "C", "Cl", "C", "Cl", "C", "O", "C", "O", "C", "Cl", "C", "Si", "C", "C", "C", "C", "C", "C", "C", "Si", "C", "C", "H", "H", "H", "H", "H", "H", "H", "H", "H", "H", "H", "H", "H", "H", "H", "H", "C", "N", "C", "C", "O", "H", "H", "H", "H", "H", "H", "H", "N", "C", "C", "N", "C", "H", "H", "H", "H", "C", "C", "C", "C", "N", "C", "S", "N", "H", "H", "H", "H", "H"], "xyz": [[-0.0541, -0.0703, 0.4480], [0.2185, -4.9488, 5.4593], [0.0605, -3.4364, 4.6311], [-0.1557, -2.2444, 5.3059], [-0.3949, -2.2515, 7.0375], [-0.2088, -1.0682, 4.5947], [-0.4978, 0.5061, 5.3106], [-0.0791, -1.0103, 3.1905], [-0.0834, 0.1338, 2.5720], [0.1258, -2.2372, 2.4433], [0.2180, -2.2272, 1.1536], [0.1837, -3.4102, 3.2219], [0.4093, -4.8835, 2.2664], [3.3115, -1.2572, 0.8524], [2.4187, 0.3576, 0.5336], [2.8850, 1.5521, 1.8960], [3.1604, 1.0751, -1.0231], [4.5252, 1.3664, -1.1681], [5.0007, 2.0539, -2.2714], [4.0638, 2.5082, -3.2323], [2.7144, 2.1904, -3.1189], [2.2304, 1.4899, -2.0025], [0.4138, 1.0983, -1.6999], [-0.4146, 2.7237, -1.9912], [-0.2024, -0.0321, -3.0544], [4.3774, -1.0670, 1.0963], [3.2753, -1.8675, -0.0642], [2.9187, -1.8233, 1.6990], [3.9423, 1.5556, 2.0250], [2.3387, 1.3460, 2.8261], [2.6652, 2.5885, 1.6027], [5.2265, 1.0580, -0.3803], [6.0561, 2.2456, -2.3751], [4.4611, 3.0331, -4.1163], [1.9953, 2.5166, -3.8599], [0.0206, 3.1389, -2.9225], [-0.1198, 3.3785, -1.1876], [-1.4857, 2.6312, -1.9868], [0.2386, 0.2045, -4.0201], [-1.2995, 0.0163, -3.0856], [0.0779, -1.0756, -2.8726], [-0.4267, -5.6686, -0.8380], [0.7874, -4.8591, -0.8589], [2.0235, -5.5503, -0.5218], [0.7460, -3.6706, -1.5017], [-0.2426, -3.2182, -2.0861], [-0.5490, -6.2294, -1.7779], [-1.2516, -4.9907, -0.6928], [-0.4579, -6.4104, 0.0209], [2.2392, -6.2925, -1.2943], [1.9291, -5.9898, 0.4634], [2.8514, -4.8408, -0.5197], [1.6904, -3.1083, -1.4381], [-1.6346, 3.9807, 1.9908], [-0.5407, 4.7626, 1.7783], [0.4118, 3.8892, 1.2982], [-0.0918, 2.6088, 1.2354], [-1.3315, 2.7239, 1.6422], [-2.5155, 4.2637, 2.4157], [-0.4893, 5.8297, 1.9105], [1.4276, 4.1329, 1.0248], [-2.0576, 1.9277, 1.7193], [-6.7960, 0.7002, -2.1695], [-5.5971, 1.3356, -1.5234], [-5.4442, 2.6675, -1.2926], [-4.2669, 3.2038, -0.7493], [-3.1964, 2.3536, -0.6085], [-3.4559, 1.0640, -0.7537], [-2.2194, -0.1370, -0.2813], [-4.6003, 0.4478, -1.1318], [-7.5139, 1.5010, -2.4721], [-7.2728, -0.0390, -1.4861], [-6.4227, 0.1240, -3.0046], [-6.2674, 3.3632, -1.5752], [-4.0021, 4.2674, -0.6547]], "e_above_lowest_kj_mol": 65.83, "orbital_gap_ev": [3.249, 6.066], "e_tot_ev": -121374.0085, "spin_multiplicity": 6, "total_charge": -2}


# 4
{"formula": "C41H40Ge2N3OPSW", "method": "ωB97M-V with the def2-TZVPD basis set", "species": ["W", "N", "C", "S", "N", "N", "C", "C", "C", "C", "C", "C", "C", "O", "H", "H", "H", "H", "H", "H", "H", "C", "C", "C", "C", "C", "C", "P", "C", "C", "C", "C", "C", "C", "C", "C", "C", "C", "C", "C", "H", "H", "H", "H", "H", "H", "H", "H", "H", "H", "H", "H", "H", "H", "C", "Ge", "C", "C", "Ge", "C", "C", "C", "C", "C", "C", "C", "C", "C", "C", "C", "C", "H", "H", "H", "H", "H", "H", "H", "H", "H", "H", "H", "H", "H", "H", "H", "H", "H", "H", "H"], "xyz": [[-0.3505, 0.2277, 1.2235], [-1.4614, 3.2062, 3.9410], [-1.0868, 1.9859, 3.5053], [-2.2365, 1.0171, 2.5747], [0.1201, 1.5853, 3.7648], [0.4204, 0.3718, 3.1335], [1.2128, -0.4131, 3.7842], [1.6701, -1.6868, 3.3074], [2.3899, -2.5271, 4.1732], [2.7722, -3.7842, 3.7721], [2.4327, -4.2266, 2.4871], [1.7561, -3.4117, 1.6048], [1.3844, -2.1267, 2.0037], [0.7850, -1.3193, 1.1348], [-2.4431, 3.4204, 3.9836], [-0.8566, 3.6633, 4.6052], [1.5138, -0.0759, 4.7738], [2.6286, -2.1706, 5.1682], [3.3225, -4.4281, 4.4429], [2.7046, -5.2274, 2.1776], [1.4886, -3.7431, 0.6099], [4.4324, 1.7297, -3.9614], [3.1157, 1.3403, -4.1651], [2.2759, 1.1540, -3.0801], [2.7373, 1.3728, -1.7827], [4.0561, 1.7740, -1.5817], [4.8957, 1.9514, -2.6745], [1.5648, 1.1736, -0.3927], [2.5838, 1.5405, 1.0762], [3.4684, 0.5442, 1.5004], [4.2663, 0.7475, 2.6125], [4.1814, 1.9471, 3.3140], [3.3028, 2.9354, 2.8977], [2.5006, 2.7341, 1.7818], [0.3426, 2.4760, -0.5354], [0.5021, 3.7259, -1.1174], [-0.6063, 4.5584, -1.1842], [-1.8280, 4.1220, -0.6738], [-1.9613, 2.8787, -0.0724], [-0.8607, 2.0211, 0.0245], [5.0957, 1.8635, -4.8054], [2.7447, 1.1797, -5.1688], [1.2506, 0.8553, -3.2416], [4.4326, 1.9627, -0.5886], [5.9180, 2.2656, -2.5121], [3.5371, -0.3887, 0.9499], [4.9512, -0.0261, 2.9347], [4.8073, 2.1117, 4.1812], [3.2411, 3.8684, 3.4417], [1.8091, 3.5057, 1.4650], [1.4604, 4.0344, -1.5178], [-0.5296, 5.5328, -1.6480], [-2.6959, 4.7647, -0.7500], [-2.9282, 2.5716, 0.3071], [-0.9581, 0.9532, -3.8383], [-0.9770, -0.8527, -3.0745], [0.7908, -1.6968, -2.9606], [-2.1153, -1.9647, -4.1998], [-1.7299, -0.5967, -0.7410], [-3.6448, -0.1792, -0.8033], [-4.4462, -0.3070, 0.3343], [-5.8134, -0.0853, 0.2753], [-6.4093, 0.2598, -0.9314], [-5.6327, 0.3824, -2.0734], [-4.2616, 0.1754, -2.0037], [-1.8367, -2.4307, 0.1194], [-1.9975, -2.6927, 1.4789], [-2.0496, -3.9971, 1.9482], [-1.9393, -5.0607, 1.0616], [-1.7838, -4.8103, -0.2922], [-1.7210, -3.5011, -0.7598], [-0.2835, 1.0027, -4.6947], [-0.6633, 1.7080, -3.1079], [-1.9603, 1.2005, -4.1891], [1.4518, -1.3684, -3.7619], [0.6769, -2.7787, -3.0369], [1.2654, -1.4730, -2.0042], [-1.8364, -1.7446, -5.2320], [-3.1738, -1.7495, -4.0697], [-1.9461, -3.0236, -4.0149], [-4.0123, -0.6113, 1.2798], [-6.4154, -0.1899, 1.1686], [-7.4762, 0.4330, -0.9798], [-6.0930, 0.6433, -3.0176], [-3.6709, 0.3009, -2.9025], [-2.1078, -1.8874, 2.2002], [-2.1782, -4.1819, 3.0070], [-1.9773, -6.0788, 1.4255], [-1.7076, -5.6317, -0.9932], [-1.5971, -3.3303, -1.8207]], "e_above_lowest_kj_mol": 0.00, "orbital_gap_ev": [6.256, 5.963], "e_tot_ev": -184658.7021, "spin_multiplicity": 4, "total_charge": 1}


# 5
{"formula": "C32H29N4O3SY", "method": "ωB97M-V with the def2-TZVPD basis set", "species": ["Y", "C", "O", "C", "C", "C", "C", "C", "C", "N", "N", "C", "O", "C", "C", "C", "C", "C", "C", "C", "O", "H", "H", "H", "H", "H", "H", "H", "H", "H", "H", "H", "H", "C", "C", "C", "C", "C", "C", "C", "C", "C", "C", "C", "C", "C", "C", "H", "H", "H", "H", "H", "H", "H", "H", "H", "H", "H", "S", "C", "N", "C", "C", "N", "H", "H", "H", "H", "H", "H"], "xyz": [[-0.3451, 0.7490, -0.0115], [-0.4265, 1.6227, 4.6349], [0.1712, 0.3311, 4.6370], [-0.5048, -0.6978, 4.0361], [-0.6963, -1.8358, 4.7918], [-1.2875, -2.9770, 4.2500], [-1.6695, -2.9665, 2.9324], [-1.4842, -1.8300, 2.1259], [-1.8619, -1.9408, 0.7361], [-1.6895, -1.0174, -0.1455], [-2.1174, -1.2959, -1.4394], [-1.7669, -0.3627, -2.2920], [-1.1226, 0.7163, -1.9815], [-2.1566, -0.5610, -3.7114], [-1.8548, 0.4376, -4.6353], [-2.2029, 0.2870, -5.9678], [-2.8529, -0.8645, -6.3879], [-3.1518, -1.8647, -5.4720], [-2.8057, -1.7172, -4.1397], [-0.9096, -0.6486, 2.6782], [-0.7720, 0.4522, 1.9820], [0.2595, 2.2673, 5.1796], [-1.3884, 1.6004, 5.1601], [-0.5608, 2.0131, 3.6282], [-0.3568, -1.8175, 5.8196], [-1.4469, -3.8523, 4.8645], [-2.1032, -3.8527, 2.4826], [-2.3105, -2.8819, 0.4161], [-1.3392, 1.3241, -4.2919], [-1.9614, 1.0663, -6.6789], [-3.1251, -0.9843, -7.4290], [-3.6526, -2.7657, -5.8029], [-3.0260, -2.4926, -3.4189], [6.5471, -1.3653, -1.8372], [6.1410, -0.1108, -1.4056], [4.8153, 0.1311, -1.0834], [3.8595, -0.8850, -1.1779], [4.2820, -2.1354, -1.6389], [5.6075, -2.3778, -1.9586], [2.4221, -0.7079, -0.8717], [1.7989, 0.2549, -0.1710], [2.4625, 1.3143, 0.6091], [3.2024, 1.0314, 1.7644], [3.7257, 2.0550, 2.5331], [3.5295, 3.3841, 2.1756], [2.7858, 3.6819, 1.0445], [2.2456, 2.6611, 0.2754], [7.5852, -1.5491, -2.0836], [6.8623, 0.6932, -1.3242], [4.5204, 1.1222, -0.7770], [3.5545, -2.9331, -1.7398], [5.9078, -3.3567, -2.3118], [1.8073, -1.4893, -1.3225], [3.3536, -0.0035, 2.0457], [4.2988, 1.8164, 3.4211], [3.9446, 4.1831, 2.7758], [2.6214, 4.7129, 0.7554], [1.6675, 2.9000, -0.6153], [-1.7750, 3.1819, 0.1643], [-3.0109, 2.0519, 0.3731], [-3.7795, 1.5467, -0.5999], [-4.6804, 0.4981, -0.1207], [-4.4409, 0.5273, 1.4042], [-3.4404, 1.5832, 1.5501], [-3.5049, 1.6335, -1.5639], [-4.4183, -0.4626, -0.5632], [-5.7127, 0.7358, -0.3758], [-4.0620, -0.4231, 1.7792], [-5.3443, 0.7885, 1.9550], [-2.8605, 1.6710, 2.3668]], "orbital_gap_ev": 7.225, "e_tot_ev": -57638.1993}


# 6
{"formula": "C3H6FIO", "method": "ωB97M-V with the def2-TZVPD basis set", "species": ["C", "C", "C", "O", "F", "I", "H", "H", "H", "H", "H", "H"], "xyz": [[-0.8862, -0.2077, -0.3486], [0.5894, -0.6335, -0.0136], [1.5314, 0.5688, -0.0133], [1.3220, 1.5756, 0.9389], [1.6139, 1.1741, -1.2085], [3.6091, -0.1442, 0.3447], [-1.4644, -0.7661, 0.2326], [-1.1425, 0.7820, 0.0241], [-0.9742, -0.2391, -1.3876], [0.4808, -1.2671, 0.9672], [0.8101, -1.4263, -0.6765], [1.6880, 2.4494, 0.6350]], "e_above_lowest_kj_mol": 27.89, "orbital_gap_ev": 9.902, "e_tot_ev": -16073.0828, "smiles": "CC[C@](O)(F)I"}